{
  "formula": "C6H9N",
  "method": "wB97M-V/def2-TZVPD",
  "relative_energy_ev": 4.4441,
  "orbital_gap_ev": 8.2,
  "species": ["C", "C", "C", "C", "C", "N", "C", "H", "H", "H", "H", "H", "H", "H", "H", "H"],
  "xyz": [[1.41, 1.12, 1.21], [0.63, 0.31, 0.23], [0.84, -1.01, -0.01], [0.04, -1.80, -1.06], [-0.94, -1.19, -0.22], [-1.59, 0.01, -0.61], [-0.57, 1.03, -0.41], [1.52, 2.16, 0.89], [2.38, 0.67, 1.44], [0.82, 1.14, 2.14], [0.19, -2.87, -1.03], [0.08, -1.38, -2.07], [-1.28, -1.66, 0.70], [-2.38, 0.19, -0.01], [-0.22, 1.45, -1.37], [-0.95, 1.85, 0.20]]
}

---

{
  "formula": "C6H9N",
  "method": "wB97M-V/def2-TZVPD",
  "relative_energy_ev": 3.6352,
  "orbital_gap_ev": 9.6,
  "species": ["C", "C", "C", "C", "C", "N", "C", "H", "H", "H", "H", "H", "H", "H", "H", "H"],
  "xyz": [[0.16, 1.83, 0.62], [-0.15, 0.48, 0.02], [-1.42, -0.35, 0.17], [-0.15, -0.81, 0.80], [0.85, -1.41, -0.24], [0.40, -1.35, -1.62], [0.86, -0.13, -1.00], [0.93, 1.72, 1.40], [-0.71, 2.30, 1.09], [0.57, 2.52, -0.12], [-2.17, 0.10, 0.82], [-1.90, -0.99, -0.57], [-0.01, -0.90, 1.87], [1.66, -2.08, 0.01], [-0.61, -1.36, -1.73], [1.67, 0.43, -1.46]]
}

---

{
  "formula": "C6H9N",
  "method": "wB97M-V/def2-TZVPD",
  "relative_energy_ev": 6.3045,
  "orbital_gap_ev": 8.0,
  "species": ["C", "C", "N", "C", "C", "C", "C", "H", "H", "H", "H", "H", "H", "H", "H", "H"],
  "xyz": [[1.23, 1.56, -0.06], [0.45, 1.40, -1.35], [0.72, 0.24, -0.40], [1.05, -1.13, 0.01], [-0.30, -0.55, 0.18], [-1.38, -0.31, 1.14], [-1.67, -0.82, -0.26], [0.78, 1.97, 0.85], [2.32, 1.66, -0.04], [1.15, 1.30, -2.18], [1.68, -1.21, 0.89], [1.21, -1.86, -0.78], [-1.67, 0.72, 1.34], [-1.46, -0.99, 1.98], [-1.96, -1.86, -0.37], [-2.14, -0.13, -0.96]]
}

---

{
  "formula": "C6H9N",
  "method": "wB97M-V/def2-TZVPD",
  "relative_energy_ev": 4.4636,
  "orbital_gap_ev": 8.6,
  "species": ["C", "C", "C", "C", "C", "C", "N", "H", "H", "H", "H", "H", "H", "H", "H", "H"],
  "xyz": [[-0.52, -1.46, 1.05], [-0.56, -0.25, -1.11], [0.57, 0.61, -0.54], [1.70, 0.90, -1.46], [0.24, 0.97, 0.70], [-0.98, 0.09, 0.92], [-1.62, 0.20, -0.41], [0.32, -1.88, 0.45], [-1.36, -2.15, 0.83], [-0.22, -1.54, 2.08], [2.32, 1.72, -1.11], [1.29, 1.14, -2.45], [2.32, 0.01, -1.60], [0.68, 1.69, 1.41], [-1.68, 0.24, 1.74], [-2.49, -0.31, -0.50]]
}

---

{
  "formula": "C6H9N",
  "method": "wB97M-V/def2-TZVPD",
  "relative_energy_ev": 4.6791,
  "orbital_gap_ev": 8.5,
  "species": ["C", "C", "C", "C", "N", "C", "C", "H", "H", "H", "H", "H", "H", "H", "H", "H"],
  "xyz": [[1.99, 0.62, 0.41], [0.58, 0.58, -0.21], [0.53, -0.45, -1.31], [-0.53, -1.39, -0.86], [-1.21, -0.97, 0.38], [-1.91, 0.30, 0.22], [-0.54, 0.27, 0.78], [2.72, 0.98, -0.32], [2.30, -0.36, 0.77], [1.99, 1.31, 1.27], [-1.23, -1.65, -1.66], [0.04, -2.32, -0.67], [-2.77, 0.44, 0.86], [-2.02, 0.70, -0.79], [0.42, 1.54, -0.72], [-0.37, 0.41, 1.84]]
}

---

{
  "formula": "C6H9N",
  "method": "wB97M-V/def2-TZVPD",
  "relative_energy_ev": 4.2645,
  "orbital_gap_ev": 8.8,
  "species": ["C", "C", "N", "C", "C", "C", "C", "H", "H", "H", "H", "H", "H", "H", "H", "H"],
  "xyz": [[0.53, -1.54, 1.07], [0.98, -0.99, -0.26], [-0.69, -0.86, 1.56], [-0.54, 0.49, 1.02], [0.24, 0.26, -0.28], [0.73, 1.36, -1.21], [-0.41, 0.54, -1.65], [1.40, -1.25, 1.71], [0.44, -2.64, 1.16], [-1.46, -1.29, 1.04], [0.03, 1.11, 1.73], [-1.52, 0.97, 0.88], [1.70, 1.19, -1.68], [0.54, 2.38, -0.87], [-1.42, 0.96, -1.59], [-0.25, -0.20, -2.42]]
}

---

{
  "formula": "C6H9N",
  "method": "wB97M-V/def2-TZVPD",
  "relative_energy_ev": 4.2429,
  "orbital_gap_ev": 10.1,
  "species": ["C", "C", "N", "C", "C", "C", "C", "H", "H", "H", "H", "H", "H", "H", "H", "H"],
  "xyz": [[-1.43, 1.30, -0.43], [-0.76, 0.07, -0.82], [-0.26, 1.40, -1.34], [1.07, 0.76, -0.78], [0.39, -0.28, 0.08], [0.33, -0.46, 1.57], [0.59, -1.64, 0.67], [-1.43, 1.65, 0.61], [-2.40, 1.35, -0.92], [-1.07, -0.60, -1.59], [1.71, 1.52, -0.36], [1.57, 0.23, -1.62], [-0.62, -0.37, 2.09], [1.18, -0.10, 2.16], [1.56, -2.13, 0.70], [-0.25, -2.33, 0.54]]
}

---

{
  "formula": "C6H9N",
  "method": "wB97M-V/def2-TZVPD",
  "relative_energy_ev": 0.8413,
  "orbital_gap_ev": 9.2,
  "species": ["C", "C", "C", "C", "C", "N", "C", "H", "H", "H", "H", "H", "H", "H", "H", "H"],
  "xyz": [[-0.34, -2.48, 0.73], [-1.15, -1.31, 0.19], [-0.48, 0.05, 0.13], [0.80, 0.30, 0.72], [1.40, 1.30, 0.02], [0.51, 1.72, -0.94], [-0.62, 0.96, -0.88], [-0.63, -2.82, 1.72], [-0.57, -3.34, 0.08], [0.75, -2.42, 0.72], [-1.57, -1.51, -0.80], [-2.04, -1.25, 0.83], [1.20, -0.19, 1.59], [2.25, 1.96, 0.15], [0.78, 2.27, -1.73], [-1.43, 1.10, -1.57]]
}